Run 1
Computed, not measured: 8 unconnected molecules or ions with the total composition C48H120N8, with ωB97M-V with the def2-TZVPD basis set.

The geometry in XYZ format:
```
176
C48H120N8 | the Open Molecules 2025 dataset | ωB97M-V with the def2-TZVPD basis set
N -4.559 4.353 -7.165
N -13.191 -6.881 -0.822
N 6.169 6.068 4.036
N 1.518 -3.912 -9.037
N -0.551 -2.513 -0.205
N 4.336 -3.806 10.153
N 10.369 -0.384 -2.139
N -3.844 7.415 3.891
C 2.206 -5.146 10.582
C -13.832 -7.930 -0.079
C 7.566 5.548 4.331
C -5.769 8.061 5.259
C -14.109 -6.445 -1.931
C -1.685 7.613 2.467
C -3.403 6.189 -5.689
C 4.918 -3.154 9.023
C 7.319 4.036 4.194
C 10.533 0.463 -0.947
C 1.113 -5.168 -6.754
C -14.002 -9.239 -0.933
C 3.547 -2.725 -9.423
C 5.670 6.572 6.465
C -11.788 -7.191 -1.273
C -3.238 7.262 2.551
C 10.223 -2.512 -0.708
C 6.084 -3.327 11.786
C -3.391 3.867 -7.765
C 9.550 -1.536 -1.758
C -1.219 -3.810 0.239
C -15.555 -5.903 -1.484
C 1.027 -3.970 -10.418
C 2.399 -2.931 -8.476
C -4.347 4.862 -5.838
C -5.330 7.456 3.923
C 0.618 -1.918 0.415
C 2.878 -3.972 9.895
C -3.156 6.612 4.914
C -5.776 3.518 -7.271
C -10.714 -7.040 -0.206
C 9.868 0.316 -3.325
C 5.503 -4.063 7.931
C 6.050 7.455 3.586
C 11.212 1.772 -1.115
C -3.775 5.089 5.042
C 8.537 1.063 -3.268
C 0.580 -4.498 -8.021
C 5.288 5.878 5.141
C -2.042 -3.582 1.572
C -2.110 -0.611 0.279
C 6.686 7.869 2.279
C 0.126 -2.668 -10.750
C 1.769 -2.904 0.557
C -5.662 2.011 -6.893
C -3.590 3.392 -9.264
C -1.538 -1.483 -0.835
C 4.583 -3.168 11.490
H -1.635 -2.720 2.099
H -1.933 -4.255 -0.454
H -1.240 6.966 3.223
H -0.108 -3.675 -7.828
H 6.509 -2.393 11.418
H 9.598 0.507 -0.388
H 4.108 -2.560 8.601
H -3.418 7.085 5.861
H -13.007 -9.649 -1.108
H 7.579 8.465 2.466
H -5.663 7.989 3.032
H -2.602 2.987 -9.483
H 7.996 5.816 5.296
H -2.560 0.282 -0.155
H -3.060 -3.293 1.313
H 1.898 -5.831 -7.117
H -3.888 4.178 -9.958
H -2.335 -1.964 -1.401
H 3.329 -2.441 -10.453
H 0.380 -5.718 -6.163
H 9.739 -0.503 -4.034
H -16.154 -5.493 -2.296
H 9.735 -3.483 -0.801
H 7.057 7.005 1.728
H -16.220 -6.732 -1.243
H -11.937 -8.134 -1.798
H 9.991 -2.078 0.264
H -3.659 6.675 -6.630
H -10.827 -6.072 0.280
H -13.208 -8.116 0.796
H 5.785 -2.558 9.309
H -0.110 -5.242 -8.419
H -5.252 9.020 5.296
H 11.311 -2.509 -0.769
H 11.324 2.396 -0.229
H 6.496 -4.025 11.057
H -6.848 8.215 5.270
H 6.561 -4.295 7.812
H -3.815 4.980 6.126
H 2.371 -3.078 10.257
H 8.328 1.771 -4.069
H -10.690 -7.931 0.422
H -15.579 -5.108 -0.739
H 8.289 3.547 4.287
H 1.131 -5.007 10.696
H 1.964 -1.939 -8.355
H -3.795 7.796 1.782
H 4.170 -3.608 -9.565
H -0.880 -2.810 -10.356
H -3.861 4.141 -5.180
H 4.133 -3.716 12.317
H 0.370 -1.414 1.350
H -4.828 4.904 4.830
H 9.452 -2.244 -2.581
H -5.391 1.271 -7.646
H 5.279 4.821 5.405
H 2.499 -5.990 9.957
H 1.581 -4.498 -6.032
H -3.305 6.185 2.397
H -6.608 3.976 -6.736
H -9.732 -7.050 -0.680
H 5.062 6.438 7.360
H -2.692 4.676 -7.976
H 1.808 -3.852 -11.169
H 6.087 8.501 1.623
H -1.351 -0.122 0.889
H -13.702 -5.461 -2.160
H -5.063 1.738 -6.024
H -5.311 5.073 -5.376
H 2.595 -2.363 1.020
H 4.330 6.153 4.699
H 8.502 -1.296 -1.573
H -6.396 3.627 -8.160
H 6.843 3.684 5.109
H -2.382 5.843 -5.532
H 2.813 -4.040 8.809
H -5.752 6.456 3.829
H 5.375 -3.542 6.982
H 2.624 -5.217 11.586
H 5.792 7.638 6.268
H 12.183 1.695 -1.603
H -2.844 3.189 -7.109
H -1.357 8.560 2.895
H -1.256 7.407 1.486
H -14.488 -9.165 -1.906
H -6.699 1.716 -6.733
H 0.453 -4.876 -10.612
H 6.832 3.549 3.349
H 8.642 1.730 -2.412
H -4.194 2.486 -9.306
H 10.655 1.017 -3.603
H -11.596 -6.399 -1.997
H 8.293 5.791 3.556
H -2.835 -1.149 0.891
H 7.603 0.504 -3.209
H -0.089 -2.568 -11.814
H -3.730 6.748 -4.811
H 11.134 -0.195 -0.320
H 4.208 -2.015 -8.927
H 4.992 7.716 3.620
H 6.641 6.256 6.846
H 2.159 -3.062 -0.449
H 6.588 8.036 4.335
H 4.340 -2.109 11.576
H 10.715 2.393 -1.860
H 4.916 -4.982 7.939
H -5.493 7.431 6.105
H -14.505 -10.021 -0.365
H -2.071 6.511 4.950
H -1.084 -0.941 -1.665
H 0.595 -1.775 -10.337
H 6.415 -3.473 12.815
H 2.742 -3.154 -7.466
H 1.681 -3.776 1.205
H -3.176 4.371 4.481
H 0.830 -1.126 -0.303
H -0.427 -4.547 0.371
H -2.103 -4.466 2.206
H -14.680 -7.363 0.306
H -14.051 -7.071 -2.821
```

Computed properties:
Orbital gap = 8.38 eV
LUMO = 0.025 Ha

Run 2
Computed, not measured: a molecular structure, C48H120N8, with ωB97M-V with the def2-TZVPD basis set.

The geometry in XYZ format:
```
176
C48H120N8 | the Open Molecules 2025 dataset | ωB97M-V with the def2-TZVPD basis set
N -1.337 5.465 1.015
N -1.823 -4.859 -1.253
N 4.132 3.298 -0.868
N -2.714 -2.946 3.694
N -0.331 0.564 1.023
N -4.240 2.773 0.801
N 5.220 -0.832 1.030
N 0.807 -2.301 -4.915
C -3.392 -5.478 0.629
C -0.330 0.329 -0.469
C 4.538 3.557 0.499
C -5.668 2.203 2.759
C 2.745 -1.056 0.888
C 0.129 1.909 1.326
C 0.425 4.346 2.454
C 0.234 -0.559 1.788
C -2.017 -3.227 4.942
C 3.614 2.786 1.520
C -0.496 -0.668 3.157
C -1.997 -3.063 2.455
C 5.135 0.591 0.502
C -2.775 5.460 0.803
C 2.502 5.157 -1.449
C 4.105 -1.762 0.610
C 1.167 -3.569 -4.383
C 1.969 -2.635 -7.119
C -0.912 -3.722 -1.597
C -5.296 2.591 -0.214
C -1.115 -1.937 5.287
C -4.759 3.211 2.045
C -3.612 5.759 2.050
C -0.260 -1.455 -4.272
C -3.999 -5.177 3.529
C 2.760 3.620 -1.298
C -0.039 -1.261 -2.775
C -0.603 7.183 -0.697
C 0.450 -3.493 -0.878
C 5.195 3.826 -1.768
C -3.487 1.539 0.858
C -1.321 -0.743 -0.844
C -0.679 5.721 -0.313
C -2.221 1.465 1.749
C 1.544 2.301 1.036
C 0.150 -4.736 -4.692
C -0.748 -6.257 -3.042
C -0.895 4.232 1.691
C -4.768 2.610 -1.599
C -2.115 -4.685 0.188
C -1.169 -6.119 -1.549
C 5.101 3.239 -3.208
C 6.533 -1.396 0.733
C 0.657 -2.234 -6.346
C -3.928 -3.702 3.767
C -2.752 -2.334 1.334
C 5.331 0.709 -1.040
C 6.929 -2.767 1.550
H -5.951 3.461 -0.164
H -1.751 -7.010 -1.315
H -2.313 -3.662 0.508
H -0.525 2.561 0.748
H -0.134 7.398 -1.658
H -0.868 3.361 1.036
H -0.402 -1.736 4.488
H 7.317 -0.720 1.075
H 2.437 -0.225 0.254
H -1.511 -2.827 -1.429
H 6.168 3.480 -1.421
H -3.225 -1.377 1.556
H -0.782 -4.449 -4.205
H 6.002 3.438 -3.789
H -1.499 -0.998 2.888
H 0.594 3.425 3.011
H -3.600 4.933 2.761
H -3.808 -5.150 1.581
H -1.667 -0.570 -1.863
H -2.613 1.327 2.757
H 1.675 3.382 0.995
H -0.587 1.205 -1.064
H -1.407 -4.128 4.884
H -0.629 -7.305 -3.318
H -5.242 1.210 2.904
H 1.743 1.928 0.032
H 1.167 4.460 1.663
H 5.980 1.176 0.864
H 6.676 -2.662 2.605
H 0.499 -2.833 -0.012
H 2.006 3.240 -0.609
H 6.637 -1.663 -0.319
H 6.373 0.427 -1.196
H -3.247 -5.704 4.116
H -1.200 -2.006 -4.252
H -6.011 2.665 3.684
H 2.515 5.442 -2.501
H 5.256 2.162 -3.138
H 1.943 -1.794 0.853
H 1.086 -3.032 -1.634
H -0.451 0.242 3.755
H -5.300 4.151 1.938
H 0.672 0.049 -0.794
H 4.599 0.173 -1.644
H 2.566 3.110 -2.242
H -3.876 3.530 2.600
H -3.075 -6.520 0.669
H 0.926 -4.454 -0.681
H -4.585 -3.372 2.963
H 6.277 -3.623 1.373
H 3.616 1.733 1.239
H 0.552 -5.670 -4.300
H -4.133 0.675 1.013
H -1.628 -4.041 2.145
H -2.150 -0.788 -0.138
H -1.699 2.422 1.737
H -1.641 7.505 -0.777
H 1.994 -2.181 -8.109
H -0.293 -6.281 -0.921
H -5.539 2.132 -2.204
H 5.573 3.261 0.669
H -0.571 -2.112 6.216
H 1.610 5.445 -0.893
H 4.172 1.028 0.768
H 4.115 -2.738 1.095
H -3.898 2.004 -1.849
H -1.208 -4.998 0.704
H 0.368 5.421 -0.339
H -4.216 -5.282 -0.057
H -0.759 -3.649 -2.674
H 1.300 -0.338 1.840
H 0.001 -1.528 1.345
H -4.534 -3.502 4.651
H 2.091 -3.868 -4.879
H -3.758 -5.440 2.499
H -0.138 -2.908 -6.667
H 2.640 3.273 1.563
H -1.642 0.600 1.424
H 0.010 2.173 2.377
H -2.758 -3.365 5.731
H -0.106 7.722 0.110
H -4.917 -5.659 3.864
H -1.083 -2.470 2.481
H 4.251 3.617 -3.776
H 0.937 -0.821 -2.571
H -4.629 3.621 -1.984
H 0.467 -1.230 -6.725
H 1.476 -3.512 -3.340
H -6.516 2.104 2.082
H -3.080 4.530 0.322
H 2.691 -0.685 1.911
H 4.167 2.860 2.457
H -0.411 -0.473 -4.720
H 2.135 -3.709 -7.208
H -1.730 -1.042 5.382
H -0.125 -1.507 3.747
H -5.889 1.684 -0.096
H 7.953 -2.984 1.244
H 5.155 4.903 -1.927
H 2.257 1.903 1.758
H -0.747 -1.668 -0.796
H -1.662 4.075 2.449
H -1.292 5.297 -1.108
H 0.220 -5.823 -3.294
H -4.641 6.012 1.794
H -3.156 6.614 2.549
H 3.312 5.676 -0.936
H -2.109 -2.119 0.480
H -1.440 -5.793 -3.744
H -3.039 1.446 -0.132
H -0.821 -0.654 -2.319
H 5.195 1.746 -1.345
H -0.263 -2.227 -2.323
H 4.139 -2.047 -0.442
H 2.857 -2.280 -6.596
H -0.017 -4.770 -5.768
H -3.535 -2.957 0.901
H 4.688 4.604 0.764
H 0.427 5.209 3.120
H -3.033 6.240 0.088
```

Computed properties:
Orbital gap = 7.31 eV
LUMO = 0.020 Ha

Least stable of them? run 2.

Run 1
Computed, not measured: a gas-phase ion, C3H3O4 (charge -1), with ωB97M-V with the def2-TZVPD basis set.

The geometry in XYZ format:
```
10
C3H3O4 | the Open Molecules 2025 dataset | ωB97M-V with the def2-TZVPD basis set
O -1.436 -2.076 0.932
O -1.155 0.450 -0.075
O 0.209 -0.121 -2.309
O 0.323 -0.756 1.289
C 0.689 -0.369 -1.148
C -0.505 -1.687 1.753
C 0.116 -0.132 0.059
H -1.311 -1.592 0.062
H -1.142 0.455 -1.170
H 1.509 -1.010 -0.935
```

Computed properties:
Charge = -1
Orbital gap = 6.93 eV
LUMO = 0.153 Ha

Run 2
Computed, not measured: 2 unconnected molecules or ions with the total composition C3H3O4, with ωB97M-V with the def2-TZVPD basis set.

The geometry in XYZ format:
```
10
C3H3O4 | the Open Molecules 2025 dataset | ωB97M-V with the def2-TZVPD basis set
O -0.867 1.414 -0.393
O -2.058 -1.027 -1.206
O -2.385 -1.249 1.062
O -1.079 1.399 1.008
C 2.058 0.127 -0.084
C -1.902 -0.902 -0.028
C -0.699 0.255 0.321
H 2.286 -0.954 0.171
H 2.786 0.818 0.289
H 1.860 0.119 -1.139
```

Computed properties:
Charge = -1
Orbital gap (spin up / spin down) = 6.99 / 8.88 eV
LUMO (spin up / spin down) = 0.131 / 0.150 Ha

Least stable of them? run 2.

Run 1
Computed, not measured: C5H5F in the gas phase, with ωB97M-V with the def2-TZVPD basis set.

The geometry in XYZ format:
```
11
C5H5F | the Open Molecules 2025 dataset | ωB97M-V with the def2-TZVPD basis set
F 2.853 0.266 -0.081
C 1.005 -1.155 0.073
C 0.653 1.219 -0.257
C 1.477 0.223 -0.090
C -0.125 -1.769 0.162
C -0.798 1.305 -0.103
H -1.209 -1.380 -0.038
H -1.457 0.472 -0.533
H -1.188 2.352 -0.453
H -0.184 -2.787 0.299
H -1.027 1.257 1.022
```

Computed properties:
Orbital gap (spin up / spin down) = 8.69 / 8.21 eV
LUMO (spin up / spin down) = -0.027 / -0.035 Ha

Run 2
Computed, not measured: C5H5F in the gas phase, with ωB97M-V with the def2-TZVPD basis set.

The geometry in XYZ format:
```
11
C5H5F | the Open Molecules 2025 dataset | ωB97M-V with the def2-TZVPD basis set
F -3.769 -0.061 -0.011
C -0.134 0.331 0.006
C -1.530 0.612 0.005
C 1.055 0.126 -0.012
C -2.465 -0.340 -0.009
C 2.483 -0.152 -0.018
H -2.338 -1.459 0.002
H 2.707 -1.048 -0.525
H -1.853 1.682 0.012
H 3.003 0.642 -0.469
H 2.842 -0.334 1.020
```

Computed properties:
Orbital gap = 9.80 eV
LUMO = 0.037 Ha

Least stable of them? run 1.

Run 1
Computed, not measured: C4H2N2O in the gas phase, with ωB97M-V with the def2-TZVPD basis set.

The geometry in XYZ format:
```
9
C4H2N2O | the Open Molecules 2025 dataset | ωB97M-V with the def2-TZVPD basis set
O 1.974 0.083 1.319
N 0.507 -1.606 0.858
N -2.206 2.451 -2.285
C -1.461 1.886 -1.599
C -0.597 1.175 -0.785
C 0.977 -0.336 0.772
C 0.125 0.513 -0.082
H 1.014 -2.272 1.421
H -0.333 -1.894 0.382
```

Computed properties:
Orbital gap = 10.53 eV
LUMO = -0.016 Ha

Run 2
Computed, not measured: 2 unconnected molecules or ions with the total composition C4H2N2O, with ωB97M-V with the def2-TZVPD basis set.

The geometry in XYZ format:
```
9
C4H2N2O | the Open Molecules 2025 dataset | ωB97M-V with the def2-TZVPD basis set
O -0.544 1.355 0.076
N -2.876 0.763 0.276
N -1.295 -1.996 0.358
C 1.801 0.047 -0.212
C -0.417 -1.304 0.198
C 0.586 -0.415 -0.006
C -1.760 1.081 0.200
H 2.500 -0.592 -0.648
H 2.005 1.061 -0.243
```

Computed properties:
Orbital gap (spin up / spin down) = 7.66 / 7.66 eV
LUMO (spin up / spin down) = -0.093 / -0.092 Ha

Least stable of them? run 2.

Run 1
Computed, not measured: a gas-phase ion, C8H6NO2 (charge -1), with ωB97M-V with the def2-TZVPD basis set.

The geometry in XYZ format:
```
17
C8H6NO2 | the Open Molecules 2025 dataset | ωB97M-V with the def2-TZVPD basis set
O 1.518 2.181 -0.216
O 2.956 -1.749 -0.700
N -2.758 -0.676 -0.154
C -2.596 0.584 -0.624
C 1.715 0.992 0.190
C 0.827 -0.092 0.456
C -1.229 0.880 -0.622
C -1.596 -1.104 0.434
C 3.030 -0.802 -0.018
C 3.152 0.425 0.404
C -0.574 -0.102 0.140
H -3.542 -1.255 -0.189
H 3.709 0.920 1.137
H -3.521 1.105 -0.948
H 1.018 -0.906 1.124
H -1.486 -2.139 0.552
H -0.626 1.738 -0.966
```

Computed properties:
Charge = -1
Orbital gap = 5.93 eV
LUMO = 0.134 Ha

Run 2
Computed, not measured: a gas-phase ion, C8H6NO2 (charge -1), with ωB97M-V with the def2-TZVPD basis set.

The geometry in XYZ format:
```
17
C8H6NO2 | the Open Molecules 2025 dataset | ωB97M-V with the def2-TZVPD basis set
O -2.383 -1.717 -1.281
O 4.228 -1.608 0.632
N -1.746 -1.740 0.929
C -1.300 0.129 -0.377
C -0.051 0.354 -0.142
C -1.897 -1.235 -0.241
C 2.064 -0.354 0.363
C 2.022 1.028 -0.434
C 0.800 1.426 -0.583
C 0.694 -0.635 0.661
C 3.168 -1.009 0.597
H 2.961 1.342 -0.796
H 0.421 -1.716 0.603
H -2.036 0.869 -0.817
H 0.543 2.352 -1.191
H 0.473 -0.527 1.722
H -2.224 -2.718 1.000
```

Computed properties:
Charge = -1
Orbital gap = 7.05 eV
LUMO = 0.122 Ha

Least stable of them? run 2.

Run 1
Computed, not measured: 2 unconnected molecules or ions with the total composition C2H5BrSi, with ωB97M-V with the def2-TZVPD basis set.

The geometry in XYZ format:
```
9
C2H5BrSi | the Open Molecules 2025 dataset | ωB97M-V with the def2-TZVPD basis set
Br 2.605 0.953 1.657
Si 0.516 0.811 0.763
C -1.025 -1.063 -0.382
C 0.271 -0.792 -0.153
H 1.023 -1.502 -0.460
H -0.488 1.726 1.202
H -1.808 -0.358 -0.119
H 0.369 2.161 -1.552
H -1.464 -1.936 -0.956
```

Computed properties:
Orbital gap (spin up / spin down) = 6.77 / 7.96 eV
LUMO (spin up / spin down) = -0.025 / -0.024 Ha

Run 2
Computed, not measured: 2 unconnected molecules or ions with the total composition C2H5BrSi, with ωB97M-V with the def2-TZVPD basis set.

The geometry in XYZ format:
```
9
C2H5BrSi | the Open Molecules 2025 dataset | ωB97M-V with the def2-TZVPD basis set
Br 0.636 -1.330 1.012
Si -2.305 -1.028 -0.764
C 1.672 1.266 0.114
C 0.941 0.146 -0.078
H 1.915 1.169 1.167
H -2.028 -2.163 0.050
H -3.286 -0.258 -0.036
H 0.410 0.128 -1.008
H 2.046 2.070 -0.457
```

Computed properties:
Orbital gap = 7.43 eV
LUMO = -0.031 Ha

Least stable of them? run 2.

Run 1
Computed, not measured: a molecular structure, Cl2HNS, with ωB97M-V with the def2-TZVPD basis set.

The geometry in XYZ format:
```
5
Cl2HNS | the Open Molecules 2025 dataset | ωB97M-V with the def2-TZVPD basis set
Cl 1.061 1.158 0.944
Cl -1.267 -0.138 1.457
S 0.235 -0.956 -0.923
N 0.220 -0.292 0.615
H -0.249 0.228 -2.093
```

Computed properties:
Orbital gap = 9.37 eV
LUMO = -0.014 Ha

Run 2
Computed, not measured: 2 unconnected molecules or ions with the total composition Cl2HNS, with ωB97M-V with the def2-TZVPD basis set.

The geometry in XYZ format:
```
5
Cl2HNS | the Open Molecules 2025 dataset | ωB97M-V with the def2-TZVPD basis set
Cl 1.361 1.813 0.432
Cl 0.365 -1.778 0.163
S -1.966 -0.189 -0.224
N -0.493 -0.475 -0.534
H 0.732 0.629 0.163
```

Computed properties:
Orbital gap = 7.35 eV
LUMO = -0.090 Ha

Least stable of them? run 1.